{
  "formula": "C25H28CaN4O4S2",
  "method": "ωB97M-V/def2-TZVPD",
  "species": ["Ca", "C", "C", "C", "C", "C", "C", "C", "N", "C", "C", "C", "C", "C", "C", "C", "N", "C", "C", "C", "C", "H", "H", "H", "H", "H", "H", "H", "H", "H", "H", "H", "H", "H", "H", "H", "H", "H", "H", "H", "H", "H", "H", "H", "H", "O", "S", "N", "O", "S", "O", "N", "C", "O", "C", "C", "C", "C", "C", "C", "H", "H", "H", "H"],
  "coordinates": [[2.357, -0.389, 0.822], [-3.557, -0.097, -3.631], [-2.830, -1.430, -3.333], [-2.595, -2.256, -4.625], [-3.836, -2.238, -2.538], [-1.638, -1.277, -2.438], [-0.707, -2.303, -2.280], [0.203, -2.136, -1.257], [0.275, -1.037, -0.499], [-0.593, -0.052, -0.657], [-1.584, -0.149, -1.684], [-0.545, 1.074, 0.295], [-1.354, 2.212, 0.153], [-1.559, 3.022, 1.281], [-0.852, 2.692, 2.475], [0.086, 1.700, 2.442], [0.212, 0.886, 1.385], [-2.404, 4.311, 1.268], [-1.566, 5.462, 1.936], [-2.634, 4.660, -0.185], [-3.643, 4.047, 2.034], [-4.538, -0.392, -4.015], [-3.029, 0.451, -4.382], [-3.724, 0.531, -2.780], [-3.535, -2.260, -5.134], [-2.265, -3.278, -4.430], [-1.828, -1.775, -5.248], [-4.812, -2.213, -3.080], [-4.058, -1.573, -1.696], [-3.576, -3.278, -2.281], [-0.769, -3.278, -2.855], [0.858, -2.946, -1.164], [-2.274, 0.691, -1.699], [-1.855, 2.442, -0.794], [-1.028, 3.287, 3.357], [0.681, 1.333, 3.269], [-0.619, 5.676, 1.483], [-1.486, 5.300, 3.019], [-2.153, 6.431, 1.859], [-1.738, 4.889, -0.726], [-3.300, 5.450, -0.322], [-3.066, 3.796, -0.650], [-3.387, 4.018, 3.121], [-4.250, 3.186, 1.715], [-4.268, 4.950, 2.073], [3.558, -0.825, -0.918], [3.573, 0.528, -1.597], [2.669, 1.536, -1.026], [3.043, -1.964, 4.520], [3.401, -1.777, 3.100], [3.680, -0.402, 2.692], [2.344, -2.390, 2.068], [2.894, -3.390, 1.299], [2.413, -3.995, 0.364], [4.337, -3.579, 1.600], [5.390, -4.273, 0.886], [6.699, -4.065, 1.350], [7.049, -3.310, 2.443], [6.066, -2.640, 3.162], [4.775, -2.756, 2.679], [5.097, -4.979, 0.162], [7.477, -4.619, 0.874], [8.071, -3.232, 2.753], [6.249, -2.007, 3.986]],
  "lowdin_charge": [1.306, -0.043, -0.556, -0.039, -0.060, -0.180, 0.027, -0.088, 0.046, -0.189, 0.053, -0.209, 0.056, -0.118, 0.006, -0.098, 0.021, -0.563, -0.035, -0.055, -0.053, 0.088, 0.086, 0.060, 0.073, 0.075, 0.094, 0.094, 0.094, 0.103, 0.142, 0.083, 0.093, 0.104, 0.106, 0.120, 0.080, 0.071, 0.106, 0.097, 0.072, 0.067, 0.098, 0.104, 0.092, -0.782, 0.654, -0.495, -0.305, 0.613, -0.438, -0.188, -0.548, 0.070, -0.087, 0.044, -0.072, -0.066, -0.025, -0.224, 0.102, 0.098, 0.105, 0.111],
  "e_lumo_ev": -0.40,
  "e_above_lowest_kj_mol": 77.9,
  "mol_weight_g_mol": 552.7,
  "homo_energy_ha": -0.32960,
  "gap_ev": 8.57
}

{
  "formula": "C12H20BNO5",
  "method": "ωB97M-V/def2-TZVPD",
  "species": ["C", "C", "C", "C", "C", "B", "C", "O", "N", "C", "O", "C", "C", "C", "O", "C", "C", "O", "O", "H", "H", "H", "H", "H", "H", "H", "H", "H", "H", "H", "H", "H", "H", "H", "H", "H", "H", "H", "H"],
  "coordinates": [[2.281, -0.032, 3.467], [1.802, -0.874, 2.537], [0.317, -1.016, 2.330], [-0.125, -0.580, 0.938], [-1.075, -1.540, 0.169], [-0.677, -3.085, -0.015], [0.653, -3.776, 0.470], [-1.617, -3.859, -0.667], [-1.188, -0.743, -1.067], [-0.094, -0.081, -1.288], [0.037, 0.729, -2.314], [-0.111, 2.129, -1.916], [-1.510, 2.665, -2.172], [-1.412, 4.191, -2.133], [-2.340, 2.249, -1.075], [0.898, -0.372, -0.196], [1.942, 0.775, -0.107], [1.643, 1.734, 0.634], [2.949, 0.616, -0.825], [1.783, -0.001, 4.432], [3.093, 0.652, 3.257], [2.486, -1.446, 1.918], [-0.050, -2.025, 2.555], [-0.188, -0.375, 3.049], [-0.705, 0.343, 0.957], [-2.057, -1.579, 0.653], [0.664, -4.812, 0.129], [0.734, -3.799, 1.558], [1.553, -3.308, 0.074], [-1.773, -4.647, -0.135], [-1.996, -0.652, -1.667], [0.653, 2.703, -2.431], [0.114, 2.258, -0.855], [-1.950, 2.309, -3.098], [-2.316, 4.666, -2.503], [-0.548, 4.542, -2.693], [-1.250, 4.529, -1.109], [-2.076, 2.754, -0.302], [1.453, -1.241, -0.555]],
  "lowdin_charge": [0.020, -0.167, -0.143, -0.190, -0.117, -0.417, 0.017, 0.133, 0.211, -0.235, 0.077, -0.082, -0.375, -0.034, -0.048, -0.096, -0.703, -0.029, -0.009, 0.058, 0.067, 0.109, 0.100, 0.118, 0.150, 0.159, 0.067, 0.069, 0.071, 0.110, 0.189, 0.144, 0.122, 0.149, 0.085, 0.084, 0.091, 0.089, 0.156],
  "e_lumo_ev": -0.02,
  "e_above_lowest_kj_mol": 69.8,
  "mol_weight_g_mol": 269.1,
  "homo_energy_ha": -0.29706,
  "gap_ev": 8.06
}

{
  "formula": "C5H10O2",
  "method": "ωB97M-V/def2-TZVPD",
  "species": ["C", "C", "C", "O", "H", "H", "H", "H", "H", "H", "C", "C", "O", "H", "H", "H", "H"],
  "coordinates": [[-1.461, 0.485, -0.875], [-0.640, -1.504, 0.449], [-0.472, -0.028, 0.160], [-0.357, 0.752, 1.292], [-0.551, -2.105, -0.455], [-1.312, 1.544, -1.073], [-1.387, -0.078, -1.805], [-2.465, 0.356, -0.467], [-1.632, -1.642, 0.885], [0.086, -1.840, 1.187], [1.171, 0.301, -0.432], [1.089, 1.335, 0.594], [2.110, -0.720, -0.310], [2.068, -1.082, 0.584], [1.144, 0.622, -1.469], [0.861, 2.348, 0.281], [1.747, 1.257, 1.457]],
  "lowdin_charge": [-0.033, -0.025, -0.574, -0.090, 0.092, 0.082, 0.087, 0.085, 0.089, 0.078, -0.286, 0.037, -0.010, 0.093, 0.140, 0.116, 0.119],
  "e_lumo_ev": 0.86,
  "smiles": "CC1(C)OC[C@H]1O",
  "e_above_lowest_kj_mol": 311.6,
  "mol_weight_g_mol": 102.1,
  "homo_energy_ha": -0.32214,
  "gap_ev": 9.63
}

{
  "formula": "FHNO",
  "method": "ωB97M-V/def2-TZVPD",
  "species": ["N", "O", "F", "H"],
  "coordinates": [[1.121, 0.217, -0.426], [-0.843, -0.554, 0.208], [1.366, 1.380, 0.289], [-1.644, -1.043, -0.071]],
  "lowdin_charge": [0.005, -0.574, -0.270, -0.161],
  "e_lumo_ev": [5.43, 5.31],
  "e_above_lowest_kj_mol": 313.0,
  "mol_weight_g_mol": 50.0,
  "homo_energy_ha": [-0.10378, -0.09916],
  "gap_ev": [8.25, 8.00],
  "total_charge": -1
}